{"formula": "C2H2N4O2", "method": "ωB97M-V/def2-TZVPD", "lumo_ev": 0.198, "total_charge": 0, "e_above_lowest_ev": 1.807, "species": ["C", "C", "H", "H", "N", "N", "N", "N", "O", "O"], "positions_angstrom": [[0.6496, 0.2799, 0.4414], [-0.6761, -1.7086, -0.0127], [2.4362, -0.6557, 0.4120], [2.3972, 1.3049, 0.6314], [1.9170, 0.5444, 0.1104], [0.4154, -1.0436, -0.0600], [-2.5083, 0.7720, -1.2093], [-2.8442, 1.8933, -1.4046], [-1.6306, -2.3788, 0.0823], [-0.1562, 0.9922, 1.0092]], "forces_ev_per_a": [[-2.23, 0.15, 0.64], [1.67, 1.69, 0.85], [-1.47, 5.18, -1.57], [-0.78, -0.77, -0.41], [4.62, -3.77, 1.79], [-4.27, -2.74, -0.03], [-3.14, 10.55, -1.84], [3.16, -10.56, 1.84], [1.78, 0.99, -0.54], [0.66, -0.72, -0.74]]}

***

{"formula": "C37H80Br2ClF4IN7O9", "method": "ωB97M-V/def2-TZVPD", "lumo_ev": -2.593, "total_charge": 1, "species": ["C", "C", "C", "I", "N", "C", "C", "N", "C", "N", "C", "C", "Br", "C", "C", "Br", "O", "C", "F", "Cl", "C", "C", "F", "F", "F", "H", "H", "H", "H", "H", "H", "H", "H", "H", "H", "H", "H", "H", "H", "H", "H", "H", "H", "H", "H", "C", "O", "C", "C", "N", "C", "C", "O", "C", "H", "H", "H", "H", "H", "H", "H", "H", "H", "H", "H", "H", "H", "H", "H", "C", "O", "C", "C", "N", "C", "C", "O", "C", "H", "H", "H", "H", "H", "H", "H", "H", "H", "H", "H", "H", "H", "H", "H", "C", "O", "C", "C", "N", "C", "C", "O", "C", "H", "H", "H", "H", "H", "H", "H", "H", "H", "H", "H", "H", "H", "H", "H", "C", "O", "C", "C", "N", "C", "C", "O", "C", "H", "H", "H", "H", "H", "H", "H", "H", "H", "H", "H", "H", "H", "H", "H"], "positions_angstrom": [[2.0804, 3.6909, -2.4741], [1.5169, 2.3054, -2.1587], [1.4349, 1.2254, -3.2487], [3.1352, 1.4103, -4.5684], [0.0804, 1.1597, -3.9532], [-0.2293, 2.5205, -4.4978], [-1.5003, 2.6435, -5.2984], [-1.8612, 3.8244, -5.5727], [-1.0004, 0.9128, -2.8314], [-0.4556, 0.2629, -1.6909], [-2.2821, 0.1915, -3.3191], [-3.5155, 1.1145, -3.2797], [-3.9925, 1.1720, -1.3640], [-4.6966, 0.5881, -4.0795], [-6.0648, 1.0979, -3.6546], [-4.4695, 0.9804, -5.9759], [-2.1805, -0.3940, -4.6197], [-0.9700, -1.0112, -4.7697], [-0.6160, -1.7064, -3.6442], [-1.1257, -2.2035, -6.0536], [0.1403, 0.0462, -4.9983], [0.2661, 0.4187, -6.5002], [0.8584, 1.6037, -6.7102], [1.0316, -0.5294, -7.0795], [-0.9411, 0.4711, -7.1125], [1.7977, 4.0805, -3.4416], [3.1479, 3.7566, -2.3317], [1.6448, 4.3695, -1.7509], [2.1403, 1.8676, -1.3882], [0.5574, 2.4655, -1.6851], [1.6272, 0.2647, -2.8052], [0.5822, 2.9005, -5.0980], [-0.3198, 3.2329, -3.6906], [-2.0785, 1.7837, -5.6158], [-2.7172, 3.8239, -6.1221], [-1.3427, 1.8831, -2.5085], [-0.5106, 0.8191, -0.8579], [-0.7871, -0.6721, -1.5260], [-2.5187, -0.6194, -2.6454], [-3.2734, 2.1449, -3.5010], [-4.7025, -0.4906, -3.9835], [-6.7476, 0.9156, -4.4748], [-6.4461, 0.5535, -2.8045], [-6.0661, 2.1669, -3.4877], [1.0351, -0.5185, -4.7693], [-3.6038, -2.2180, 6.3654], [-3.6433, -2.9840, 5.1711], [-4.9517, -3.3594, 4.7640], [-5.3934, -2.6058, 3.5279], [-5.6108, -1.1955, 3.8240], [-5.8589, -0.3337, 2.6725], [-4.7872, -0.1784, 1.5962], [-3.6190, 0.5143, 2.0006], [-2.6360, -0.2691, 2.6565], [-2.5677, -2.1728, 6.6936], [-3.9671, -1.1966, 6.2017], [-4.1975, -2.6864, 7.1543], [-5.6652, -3.2191, 5.5798], [-4.9230, -4.4266, 4.5274], [-6.3311, -3.0394, 3.1686], [-4.6303, -2.7628, 2.7526], [-4.8182, -0.8402, 4.3403], [-6.0666, 0.6642, 3.0653], [-6.7778, -0.6754, 2.1858], [-5.2307, 0.4379, 0.8103], [-4.5186, -1.1325, 1.1254], [-2.6154, -1.2946, 2.2778], [-2.7847, -0.2841, 3.7379], [-1.6662, 0.1943, 2.4670], [3.2042, -4.9931, 3.9739], [2.3275, -6.0195, 4.3803], [2.7720, -6.7611, 5.5115], [1.9287, -6.4603, 6.7290], [2.1546, -5.1028, 7.2074], [1.2154, -4.6483, 8.2280], [-0.2641, -4.5649, 7.8698], [-0.5911, -3.5577, 6.9279], [-0.4176, -3.9149, 5.5684], [2.8502, -4.6305, 3.0101], [3.2127, -4.1518, 4.6761], [4.2267, -5.3650, 3.8543], [3.8305, -6.5724, 5.7108], [2.6609, -7.8199, 5.2645], [2.1927, -7.1644, 7.5229], [0.8804, -6.6398, 6.4546], [2.1128, -4.4654, 6.4246], [1.5347, -3.6501, 8.5359], [1.3212, -5.2966, 9.1032], [-0.7971, -4.2933, 8.7842], [-0.6740, -5.5298, 7.5491], [-0.6147, -4.9761, 5.4002], [0.5873, -3.6663, 5.2117], [-1.1334, -3.3361, 4.9840], [0.5474, 10.6649, 0.4405], [0.7414, 9.9219, 1.6284], [-0.4235, 9.7701, 2.4293], [-0.9103, 8.3379, 2.4256], [-1.4461, 7.9588, 1.1234], [-1.7155, 6.5354, 0.9625], [-0.5518, 5.5552, 1.0713], [0.3925, 5.6384, 0.0151], [1.3836, 6.6444, 0.1707], [1.5308, 10.8711, 0.0221], [-0.0361, 10.1108, -0.3039], [0.0496, 11.6165, 0.6440], [-1.2121, 10.4557, 2.1081], [-0.1467, 10.0358, 3.4526], [-1.6976, 8.2293, 3.1767], [-0.0650, 7.7061, 2.7303], [-0.8011, 8.2523, 0.4029], [-2.1638, 6.4038, -0.0259], [-2.4758, 6.2450, 1.6943], [-0.9759, 4.5486, 1.0082], [-0.0415, 5.6137, 2.0389], [1.6422, 6.7995, 1.2197], [1.0702, 7.5909, -0.2752], [2.2764, 6.3131, -0.3616], [6.9928, -3.4138, -6.1125], [6.1182, -4.4556, -5.7258], [6.6107, -5.2838, -4.6787], [5.8274, -5.0778, -3.4014], [6.0793, -3.7615, -2.8273], [5.1883, -3.3889, -1.7347], [3.6946, -3.2841, -2.0205], [3.3331, -2.2117, -2.8762], [3.4492, -2.4736, -4.2629], [6.5974, -2.9813, -7.0300], [7.0554, -2.6232, -5.3554], [7.9984, -3.7925, -6.3123], [7.6790, -5.1174, -4.5178], [6.4788, -6.3200, -4.9997], [6.1225, -5.8421, -2.6772], [4.7667, -5.2338, -3.6414], [6.0098, -3.0650, -3.5562], [5.5220, -2.4158, -1.3656], [5.3305, -4.1015, -0.9163], [3.1985, -3.0790, -1.0702], [3.2719, -4.2236, -2.3940], [3.2277, -3.5141, -4.5095], [4.4350, -2.2022, -4.6483], [2.7196, -1.8371, -4.7699]], "forces_ev_per_a": [[-0.39, 0.16, 0.32], [0.26, 0.21, -0.16], [0.82, 0.57, 0.21], [-0.12, 0.03, 0.13], [0.07, 0.34, -0.21], [-0.38, 0.68, -0.47], [-0.31, 0.61, -0.14], [0.21, -0.26, 0.19], [-0.72, -1.06, 1.32], [0.09, -0.06, -0.32], [-0.63, 0.26, -0.63], [0.01, -0.16, 0.35], [0.33, 0.11, -0.25], [-0.29, -0.12, 0.47], [-0.01, 0.06, -0.68], [-0.09, 0.08, -0.18], [0.29, -0.01, 0.34], [-0.31, 0.13, -0.65], [-0.01, 0.07, 0.20], [0.09, 0.09, 0.16], [0.14, -0.95, 0.10], [-0.11, 0.10, -0.46], [-0.21, -0.56, -0.28], [-0.60, 0.69, 0.20], [0.93, -0.12, 0.20], [0.12, -0.01, -0.35], [0.34, -0.15, -0.28], [-0.11, 0.22, 0.23], [0.09, -0.18, 0.20], [-0.27, -0.13, -0.01], [-0.35, -0.38, 0.00], [0.31, -0.26, -0.06], [0.05, -0.18, 0.50], [0.19, -0.25, 0.04], [-0.10, 0.01, -0.07], [0.35, 0.52, -0.32], [0.02, 0.06, 0.22], [0.00, -0.11, -0.06], [0.22, -0.21, 0.29], [-0.08, 0.17, -0.29], [0.08, -0.28, -0.27], [-0.21, -0.08, -0.11], [0.06, 0.04, 0.41], [0.03, 0.23, 0.24], [0.38, 0.16, -0.08], [0.13, 0.06, -0.08], [-0.09, 0.15, 0.09], [0.03, -0.26, -0.09], [0.03, 0.24, 0.03], [0.19, 0.01, -0.23], [-0.06, 0.00, 0.31], [-0.13, -0.03, -0.01], [0.08, -0.08, -0.03], [0.00, 0.17, -0.02], [0.02, -0.06, -0.03], [-0.08, -0.03, 0.09], [-0.03, 0.02, 0.01], [-0.03, 0.09, 0.00], [0.00, 0.00, 0.01], [-0.01, 0.00, -0.04], [-0.01, -0.09, -0.05], [0.02, 0.03, 0.06], [-0.04, 0.03, -0.04], [0.01, -0.03, -0.06], [-0.08, -0.02, 0.09], [0.04, -0.08, 0.11], [-0.05, -0.04, 0.03], [-0.03, -0.13, 0.02], [-0.02, 0.01, -0.02], [-0.05, -0.01, -0.06], [0.08, 0.08, 0.02], [-0.08, -0.24, -0.02], [-0.02, 0.21, 0.02], [-0.13, -0.06, -0.05], [0.18, 0.09, -0.05], [-0.14, 0.00, 0.23], [0.10, -0.08, -0.06], [-0.04, 0.23, -0.02], [-0.02, 0.00, -0.02], [0.10, -0.01, 0.01], [0.01, 0.04, 0.02], [0.00, 0.09, 0.02], [0.02, 0.00, -0.02], [-0.02, -0.01, 0.03], [0.01, -0.12, 0.01], [0.00, 0.02, -0.04], [-0.01, 0.00, 0.05], [-0.04, -0.04, 0.00], [-0.02, 0.02, 0.00], [0.07, -0.01, -0.10], [0.05, -0.03, 0.00], [0.02, -0.14, -0.01], [-0.05, -0.04, 0.03], [0.09, -0.03, 0.05], [-0.08, -0.01, -0.17], [0.08, 0.02, 0.23], [0.00, -0.06, -0.19], [0.15, -0.11, 0.07], [-0.07, 0.18, -0.12], [-0.14, -0.22, 0.06], [0.08, 0.03, 0.01], [0.03, -0.09, -0.21], [0.02, -0.02, 0.02], [-0.07, 0.06, 0.00], [-0.03, 0.01, -0.02], [-0.03, -0.04, -0.09], [-0.01, 0.03, 0.00], [-0.01, -0.03, 0.01], [-0.01, 0.02, 0.12], [0.01, 0.06, -0.03], [-0.03, -0.04, 0.01], [0.03, -0.03, 0.04], [0.01, -0.01, -0.01], [0.04, 0.12, -0.01], [-0.04, 0.05, 0.02], [0.00, 0.06, 0.12], [0.00, -0.04, 0.02], [-0.09, -0.04, -0.05], [0.06, 0.16, 0.07], [-0.07, -0.24, -0.06], [-0.01, 0.20, 0.02], [-0.20, -0.05, -0.04], [0.21, 0.09, -0.07], [-0.06, -0.12, 0.26], [-0.09, 0.09, -0.15], [-0.10, 0.21, 0.06], [-0.03, -0.02, 0.00], [0.09, -0.02, 0.01], [0.03, 0.02, 0.02], [0.00, 0.09, 0.04], [0.03, 0.00, -0.02], [-0.02, -0.01, 0.02], [0.00, -0.12, 0.00], [0.05, 0.03, -0.04], [-0.02, -0.01, 0.05], [-0.04, -0.03, -0.01], [-0.03, 0.03, 0.04], [0.06, 0.01, -0.11], [0.07, -0.04, 0.03], [0.01, -0.12, -0.05], [0.02, -0.06, -0.07]]}